P | Entry from OMol25: a cluster of 2 separate species, C5H11N2O in total (ωB97M-V/def2-TZVPD).

Structure (XYZ):
```
19
Properties=species:S:1:pos:R:3
C -3.15084 -1.04952 0.20806
C -2.00217 -0.70351 1.19930
C -0.68217 -0.43468 0.58458
C -0.24761 0.60475 -0.17750
N 1.09323 0.40838 -0.41131
C 1.49708 -0.68075 0.21482
N 0.44255 -1.19437 0.83086
H -3.78437 -1.79709 0.67938
H -3.82452 -0.19150 0.15125
H -2.80227 -1.32148 -0.78074
H -1.91343 -1.53898 1.87902
H -2.31010 0.15762 1.79072
H -0.70498 1.52457 -0.49650
H 1.68738 1.08157 -0.93673
H 2.50378 -1.05171 0.25697
H 0.42994 -2.05490 1.35921
H 3.09924 2.45090 -2.61661
H 2.28177 3.07982 -1.45865
O 2.66108 2.25141 -1.77169
```

## Properties
HOMO-LUMO gap: 11.0 eV
LUMO level: -2.679 eV
highest occupied orbital energy: -13.72 eV
charge: +1
2S+1: 1

Charges obtained by Löwdin population analysis, quoted in units of e: -0.06, -0.16, -0.21, 0.02, 0.11, -0.05, 0.16, 0.08, 0.08, 0.08, 0.11, 0.12, 0.15, 0.11, 0.16, 0.19, 0.09, 0.07, -0.04


Q | Entry from OMol25: a cluster of 2 separate species, C5H11N2O in total (ωB97M-V/def2-TZVPD).

Structure (XYZ):
```
19
Properties=species:S:1:pos:R:3
C -2.92483 -0.53172 -0.28431
C -2.24909 -0.01003 1.06625
C -0.77005 -0.15511 0.91347
C -0.11340 0.61463 -0.01583
N 1.17639 -0.03043 -0.26245
C 1.33219 -1.10137 0.55886
N 0.04151 -1.23628 1.12805
H -2.11540 -0.83514 -0.97151
H -3.59434 -1.27468 0.10453
H -3.52944 0.03996 -1.01740
H -2.61082 -0.58099 1.83018
H -2.44700 1.00845 1.39750
H -0.42188 1.47111 -0.64005
H 1.95964 0.38779 -0.80725
H 2.17083 -1.90231 0.77600
H -0.36304 -1.87733 1.69549
H 3.63133 2.43825 -1.65217
H 2.45962 2.46286 -2.64358
O 3.08578 1.82882 -2.19521
```

## Properties
HOMO-LUMO gap: 10.3 eV
LUMO level: -3.468 eV
highest occupied orbital energy: -13.81 eV
charge: +1
2S+1: 1

Charges obtained by Löwdin population analysis, quoted in units of e: -0.04, -0.13, -0.24, 0.03, 0.11, 0.02, 0.15, 0.08, 0.06, 0.09, 0.07, 0.13, 0.15, 0.14, 0.20, 0.13, 0.06, 0.08, -0.08


Least stable structure among those shown: Q.